{
  "formula": "C19H37FN3O2S",
  "method": "ωB97M-V/def2-TZVPD",
  "elements": ["H", "C", "H", "C", "S", "H", "C", "C", "H", "H", "H", "H", "N", "C", "C", "F", "H", "O", "N", "H", "H", "H", "N", "C", "H", "H", "H", "C", "H", "C", "H", "C", "H", "H", "H", "H", "C", "C", "H", "C", "O", "C", "H", "H", "C", "H", "C", "H", "H", "H", "H", "H", "C", "H", "H", "H", "H", "H", "H", "C", "C", "H", "H"],
  "coordinates": [[3.3241, -0.5611, -2.3218], [1.5639, 0.6697, -1.4479], [-2.6106, 2.8105, 1.6684], [0.0982, -5.3334, 0.8342], [-6.2822, 1.0002, 1.1607], [3.6224, 1.6865, -1.4680], [-5.3911, 2.4518, 0.3695], [2.6686, 1.7062, -0.8470], [7.1701, 1.1597, 0.8836], [-5.9484, 2.6283, -0.6289], [1.7341, -1.4632, 0.0498], [4.7554, -0.0804, -0.7666], [2.8494, 1.3531, 0.6048], [5.1862, 0.2164, 0.2597], [0.1032, -5.1354, -0.7859], [7.3283, 0.3597, -1.1181], [0.4196, -2.7526, -2.4180], [1.2070, -4.3321, -1.2572], [-7.8739, 0.8005, -1.3497], [2.2063, 2.7527, -1.0106], [0.9808, 1.1409, -2.3235], [-0.6389, 1.3603, 2.7845], [-8.6194, -0.2328, -1.8860], [-0.2975, 1.3036, 1.6960], [2.2669, 1.9416, 2.5805], [-0.0354, -2.7689, -0.6338], [-0.9182, -5.0434, 1.2617], [2.1748, 2.3784, 1.5215], [2.3695, 0.4517, 0.7890], [6.5708, 1.0029, -0.0920], [5.4818, -0.7142, 0.8492], [-8.5907, -1.3540, -0.9884], [-3.4236, 2.9210, -0.7076], [-1.7721, 0.0337, 0.4405], [4.2408, 0.8860, 2.1571], [-0.9219, -4.7623, -1.1302], [2.2391, -0.7004, -2.0016], [-1.5414, 1.1395, 0.6583], [0.3303, -6.4242, 1.1120], [-2.9068, 1.8050, 1.2081], [-7.8173, -1.0541, 0.1677], [2.0289, -1.9322, -0.9633], [-9.1072, -2.3544, -1.1800], [-5.4623, 3.3991, 1.0047], [-7.3930, 0.2588, -0.1234], [0.2325, -6.1992, -1.2125], [0.6116, 2.5593, 1.2331], [-3.4042, 1.1932, 2.0454], [-3.9452, 1.1479, -0.6992], [0.2661, 3.4515, 1.8843], [0.8880, -4.6574, 1.3352], [3.0292, -2.4561, -0.7944], [-3.8722, 2.0943, -0.0376], [6.2555, 2.0668, -0.4215], [-1.2794, 1.6156, -0.3624], [0.3789, 2.8859, 0.1493], [0.3354, 0.3544, 1.5587], [1.6669, -1.0125, -2.9572], [4.7784, 2.3021, 1.1360], [4.2779, 1.2639, 1.0647], [0.8446, -2.9302, -1.3700], [2.7804, 3.3495, 1.5096], [0.7872, 0.3524, -0.6734]],
  "total_charge": 1,
  "gap_ev": 7.8,
  "e_homo_ev": -10.4529,
  "smiles": "CCOCCCCC[N@@H+](CCCF)CCCCCCCSc1nnco1"
}